12
Properties=species:S:1:pos:R:3:forces:R:3 method="wB97M-V/def2-TZVPD" de_lowest_kj_mol=0.0 energy_ev=-42894.420 gap_ev=7.12 homo_ev=-8.24
O 1.5831 1.6479 -1.8182 -0.8053 -0.6649 -1.6235
C 0.7211 0.7764 -1.7697 3.2512 1.4384 3.4349
C 0.1602 1.4797 1.0043 -1.5208 0.2370 0.3220
O 0.9132 -0.4754 -1.6842 -0.7701 -1.1343 -0.9564
O -0.4866 1.2037 -1.2358 -2.6617 -0.0087 -0.1460
C -0.6993 0.9511 0.1042 1.5628 0.8135 0.0096
H 0.7270 2.3818 0.7697 0.5687 -0.8435 -0.4290
H 0.0456 1.2892 2.0722 -0.2075 -0.1064 -0.3080
H -1.6401 0.4534 0.3595 0.3486 -0.2979 -0.0895
O -0.8464 -3.3556 1.0837 0.3135 -0.1611 -0.1977
H -0.6567 -4.2488 1.3656 -0.3294 -0.1222 0.2888
Yb 0.1790 -2.1034 -0.2513 0.2500 0.8501 -0.3052



42
Properties=species:S:1:pos:R:3:forces:R:3 method="wB97M-V/def2-TZVPD" energy_ev=-182780.055 gap_ev=6.23 total_charge=+1 homo_ev=-11.45
C 2.2833 -1.7768 0.9171 0.0174 -0.1953 -0.1392
C 2.6168 -0.2245 1.3141 -0.5476 -1.1845 1.0910
P 1.7907 0.8385 -0.0100 -1.3275 -0.6005 -1.0251
C 2.9882 1.4994 -1.3061 2.4115 1.4227 0.8296
C 4.4424 1.7152 -0.5774 0.2520 0.0934 0.5053
C 0.6312 2.1381 0.6869 -1.0652 3.3155 1.9072
C 0.9525 3.6837 0.8424 -3.6816 -2.4945 0.7925
Cl 2.5639 4.3529 0.3881 -2.7754 -0.7983 0.8993
C -0.2508 4.5479 1.4215 0.8583 -1.9342 -1.0165
N -1.5111 4.0350 1.7824 4.1196 0.8156 -1.1848
N -1.6894 2.7227 1.6620 1.7893 -3.0820 -1.1524
C -0.8108 1.6945 1.1760 2.3198 2.1940 -0.3366
C -1.2828 0.1610 1.1357 0.0412 1.0676 1.1962
C -2.3658 -0.0490 -0.0447 0.6763 0.7719 0.8753
O -1.7680 -0.9365 -1.0261 0.4198 2.4159 -1.1037
C -1.0229 -0.1947 -1.9977 2.0097 -2.5753 -3.6508
O -0.5110 -0.7432 -3.0114 -2.5332 2.0147 4.7734
H 3.0650 -2.4924 1.3762 -1.1607 1.2349 -0.9019
H 1.2674 -2.1191 1.3361 1.4718 0.7319 -0.5633
H 2.2010 -1.9128 -0.2306 0.4250 0.1525 1.9381
H 2.1023 -0.0662 2.3408 0.9489 0.1431 -1.6957
H 3.7370 -0.0584 1.4475 -1.5837 -0.0606 -0.3375
H 3.1682 0.8172 -2.2025 -0.8621 0.6360 1.4084
H 2.6964 2.5321 -1.7005 -0.0569 -1.5997 0.5621
H 5.0865 0.7664 -0.6133 -1.0041 1.3840 -0.0869
H 5.0398 2.5782 -1.0332 -0.8793 -1.3298 0.4121
H 4.3182 1.9752 0.5453 0.1328 -0.3810 -1.9054
H -0.0367 5.6740 1.5128 -0.8503 -1.9806 0.0639
H -2.6231 2.3709 1.9682 0.9315 0.7129 -0.2349
H -1.7123 -0.0560 2.1914 0.4294 0.3332 -1.7697
H -0.3793 -0.5539 1.0382 -1.4773 1.4434 -0.1656
H -3.3120 -0.4734 0.4478 1.4264 0.3117 -1.3510
H -2.5521 0.9791 -0.5423 -0.0876 -1.6841 0.8565
H -0.8299 0.9243 -1.8743 -0.8072 -1.3145 0.5139
Br -1.5970 -5.3773 -1.4335 -0.1143 -0.0072 0.0738
C -3.5031 -4.9786 -1.5220 0.2082 -0.0874 -0.1679
C -3.7909 -3.5769 -1.0459 -0.2609 0.0464 -0.0611
Br -3.7192 -3.4625 0.9006 0.1014 0.1250 -0.0030
H -4.0159 -5.7457 -0.9411 0.0543 0.1869 -0.0451
H -3.7680 -5.0889 -2.5747 -0.0126 0.0963 0.1214
H -4.8080 -3.2818 -1.3102 0.0814 -0.1109 0.0277
H -3.0907 -2.8375 -1.4336 -0.0387 -0.2292 0.0503



15
Properties=species:S:1:pos:R:3:forces:R:3 method="wB97M-V/def2-TZVPD" de_lowest_kj_mol=248.5 energy_ev=-29803.976 s2=2.047 multiplicity=3 gap_ev="4.95 / 4.92" total_charge=+1 homo_ev="-10.22 / -12.55"
C -0.9464 -0.6207 0.1054 -1.1976 -0.2125 -0.9468
C -1.9256 1.3125 -0.7194 -3.1960 -0.0019 -1.4074
N 0.1129 -1.3508 0.4981 1.2588 1.4387 1.3448
N -0.9655 0.7690 -0.0758 0.1463 -0.8410 -0.6705
N 0.0683 1.5096 0.3241 0.5388 3.2574 0.3920
N 1.3518 -0.9111 0.6789 1.5063 -1.4800 2.2030
S -2.2352 -1.5248 -0.3052 -1.5020 -0.8349 -0.3401
S 2.5562 -0.9953 -0.7712 1.3042 0.1160 -1.3693
H -1.7502 2.3837 -0.8792 -0.7438 -0.4833 -0.1481
H -2.8674 0.6302 -1.0608 2.6812 2.0005 0.9422
H -0.1792 -2.3077 0.4178 0.4960 -1.0664 0.4035
H 0.8454 0.9783 0.5570 1.6217 -0.5893 0.4013
H 0.2067 2.4847 -0.0600 -0.5034 -1.9840 0.4658
H 1.9225 -1.3425 1.4788 -1.6400 0.5646 -1.2494
H 3.8059 -1.0150 -0.1885 -0.7703 0.1162 -0.0211